# C38H51ClN9O3PSV

A structure of composition C38H51ClN9O3PSV in a non-equilibrium geometry (the ωB97M-V functional and the def2-TZVPD basis, the Open Molecules 2025 dataset).

## Properties
Energy above the lowest of the compared OMol25 structures with the same formula, charge and spin in kJ/mol: 73.95
Frontier orbital gap (spin up / spin down) in eV: 6.51 / 7.79
Strongest force on any atom in eV Å⁻¹: 2.9
E_HOMO (spin up / spin down) in hartree: -0.221 / -0.273
Spin multiplicity: 4
Expectation value of S²: 3.7654
Total energy in eV: -118123.9471

Last column: Mulliken charge in e.
CARTESIAN COORDINATES (ANGSTROEM)
V -0.728 -1.447 -0.683  1.372
C 0.556 -4.432 0.332  -1.657
C 1.104 -3.880 1.648  0.089
C 0.075 -3.250 2.560  0.426
C 0.472 -2.422 3.611  -0.071
C -0.489 -1.902 4.457  -0.454
C -1.820 -2.237 4.249  -0.581
C -2.117 -3.086 3.197  -0.480
N -1.197 -3.576 2.372  -0.123
N 0.394 -3.489 -0.820  0.805
C 1.734 -3.181 -1.354  -1.776
C 1.867 -1.877 -2.092  0.522
C 2.972 -1.632 -2.899  -0.986
C 3.149 -0.366 -3.426  -0.820
C 2.208 0.615 -3.150  -0.933
C 1.136 0.291 -2.344  -1.064
N 0.978 -0.927 -1.819  1.472
C -0.382 -4.206 -1.844  -1.844
C -0.965 -3.286 -2.873  1.202
C -1.268 -3.707 -4.156  -1.184
C -1.890 -2.835 -5.036  -0.687
C -2.191 -1.556 -4.584  -1.026
C -1.865 -1.214 -3.289  -0.335
N -1.263 -2.055 -2.436  0.629
H -0.423 -4.852 0.556  0.496
H 1.224 -5.239 -0.001  0.398
H 1.882 -3.146 1.457  -0.389
H 1.549 -4.718 2.195  0.647
H 1.518 -2.186 3.758  0.005
H -0.206 -1.246 5.270  0.457
H -2.604 -1.849 4.885  0.410
H -3.135 -3.404 2.997  0.416
H 2.095 -4.004 -1.986  0.494
H 2.441 -3.073 -0.532  0.657
H 3.703 -2.411 -3.060  0.527
H 4.022 -0.134 -4.021  0.413
H 2.325 1.621 -3.526  0.542
H 0.376 1.020 -2.083  0.680
H -1.219 -4.702 -1.353  0.591
H 0.223 -4.982 -2.335  0.483
H -1.030 -4.718 -4.461  0.522
H -2.146 -3.152 -6.037  0.416
H -2.680 -0.833 -5.223  0.546
H -2.110 -0.241 -2.879  0.407
C 5.549 0.311 6.661  -1.505
C 5.000 0.187 5.266  1.195
C 4.330 -0.961 4.856  -1.122
C 3.826 -1.062 3.569  -0.812
C 3.985 -0.009 2.686  -0.516
C 4.660 1.137 3.071  0.049
C 5.163 1.232 4.358  -0.877
S 3.434 -0.215 0.991  1.855
O 3.587 1.059 0.325  -0.762
O 4.253 -1.311 0.515  -0.868
N 1.922 -0.734 0.978  0.517
C 0.919 0.088 1.338  -0.454
C 1.149 1.219 2.172  -0.570
C 0.106 1.960 2.653  -1.415
C -1.190 1.604 2.293  -1.140
C -1.356 0.534 1.452  -0.284
N -0.371 -0.234 0.956  1.637
H 5.376 -0.596 7.238  0.345
H 5.072 1.145 7.178  0.327
H 6.621 0.507 6.633  0.353
H 4.218 -1.789 5.545  0.321
H 3.326 -1.960 3.231  0.690
H 4.787 1.934 2.349  0.556
H 5.701 2.120 4.668  0.391
H 2.165 1.466 2.428  0.143
H 0.284 2.805 3.308  0.350
H -2.048 2.146 2.666  0.772
H -2.360 0.258 1.153  -0.128
C -4.542 4.183 -2.170  -1.119
N -3.889 2.952 -1.773  0.731
C -4.760 1.886 -1.315  -0.574
P -2.234 2.825 -1.692  -0.998
O -1.827 1.432 -1.417  -0.048
N -1.711 4.018 -0.642  0.329
C -0.275 4.014 -0.377  -0.657
C -2.518 4.482 0.471  -0.936
N -1.550 3.382 -3.117  0.756
C -1.376 4.783 -3.453  -1.162
C -1.587 2.512 -4.277  -0.715
H -5.111 4.045 -3.095  0.302
H -3.793 4.956 -2.329  0.286
H -5.238 4.525 -1.396  0.408
H -5.446 1.576 -2.110  0.283
H -5.360 2.202 -0.453  0.290
H -4.148 1.035 -1.024  -0.144
H 0.247 3.593 -1.236  0.231
H -0.027 3.417 0.504  -0.026
H 0.076 5.038 -0.219  0.408
H -3.551 4.165 0.345  0.293
H -2.493 5.576 0.520  0.304
H -2.148 4.090 1.423  0.233
H -1.420 5.383 -2.549  0.419
H -2.139 5.134 -4.159  0.304
H -0.396 4.926 -3.920  0.290
H -1.683 1.478 -3.953  -0.104
H -0.658 2.615 -4.846  0.362
H -2.424 2.753 -4.945  0.309
Cl -3.235 -3.439 -0.474  -0.261
C -2.731 -1.745 -0.176  -0.814
H -3.010 -1.577 0.867  0.559
H -3.425 -1.152 -0.790  0.200

# C38H51IN4O5ScSi4

A structure of composition C38H51IN4O5ScSi4 (the ωB97M-V functional and the def2-TZVPD basis, the Open Molecules 2025 dataset).

## Properties
Energy above the lowest of the compared OMol25 structures with the same formula, charge and spin in kJ/mol: 9.32
Frontier orbital gap in eV: 6.55
Total charge: -1
Strongest force on any atom in eV Å⁻¹: 0.8
E_HOMO in hartree: -0.167
Total energy in eV: -116752.7221

Last column: Mulliken charge in e.
CARTESIAN COORDINATES (ANGSTROEM)
Sc 0.682 0.444 -0.804  -1.241
C 4.795 0.330 -3.068  -0.700
O 5.163 -0.096 -1.756  -0.501
C 4.999 0.902 -0.824  0.265
C 6.098 1.530 -0.283  -0.270
C 5.945 2.543 0.669  -0.821
C 4.672 2.928 1.035  -0.939
C 3.546 2.293 0.502  1.180
C 2.224 2.797 0.840  -1.343
N 1.129 2.303 0.406  1.987
N -0.006 3.047 0.756  -0.958
C -1.068 2.441 0.326  -0.321
O -1.081 1.301 -0.292  -0.349
C -2.383 3.106 0.539  0.254
C -2.532 4.159 1.436  -0.210
C -3.771 4.759 1.599  -0.854
C -4.865 4.316 0.863  -0.485
C -4.718 3.266 -0.032  -1.268
C -3.479 2.658 -0.189  0.324
C 3.693 1.228 -0.403  -0.211
O 2.680 0.541 -0.851  0.512
H 4.940 -0.523 -3.729  0.252
H 5.438 1.154 -3.389  0.353
H 3.751 0.645 -3.103  0.145
H 7.081 1.216 -0.615  0.458
H 6.813 3.025 1.099  0.390
H 4.526 3.735 1.745  0.402
H 2.158 3.687 1.464  0.159
H -1.670 4.492 1.998  0.445
H -3.886 5.574 2.303  0.413
H -5.832 4.787 0.992  0.396
H -5.566 2.918 -0.609  0.419
H -3.344 1.835 -0.880  0.396
C 0.285 4.327 -2.724  -1.087
C -0.803 3.387 -3.150  0.729
N -1.924 3.874 -3.632  -0.680
C -2.901 3.018 -4.000  -1.161
C -2.788 1.654 -3.910  1.096
C -3.936 0.793 -4.356  -1.083
O -3.641 0.031 -5.533  -0.550
C -1.593 1.116 -3.384  -0.007
C -1.424 -0.332 -3.303  -1.133
N -0.634 -0.968 -2.518  1.034
C -0.664 -2.388 -2.674  -0.487
C -1.866 -3.066 -2.873  0.197
C -1.893 -4.437 -3.061  -0.932
C -0.714 -5.167 -3.031  -0.663
C 0.489 -4.513 -2.811  -0.315
C 0.512 -3.136 -2.641  0.029
I 2.312 -2.159 -2.324  0.163
C -0.575 1.982 -2.998  0.373
O 0.562 1.563 -2.522  -1.016
H -0.015 5.347 -2.957  0.385
H 1.223 4.086 -3.227  0.313
H 0.475 4.238 -1.651  0.055
H -3.816 3.466 -4.375  0.341
H -4.810 1.428 -4.519  0.416
H -4.205 0.058 -3.596  0.332
H -3.232 0.633 -6.164  0.376
H -2.023 -0.904 -4.013  1.307
H -2.795 -2.509 -2.841  0.463
H -2.843 -4.938 -3.197  0.339
H -0.728 -6.242 -3.157  0.375
H 1.416 -5.070 -2.770  0.427
C 2.253 0.697 3.690  -0.814
Si 2.127 -1.039 2.971  0.387
C 3.730 -1.391 2.050  -0.539
C 2.176 -2.156 4.486  -1.224
Si 0.342 -1.259 1.477  1.094
Si 0.017 -3.584 1.535  0.777
C -0.139 -4.456 3.199  -1.105
C 1.416 -4.525 0.695  -0.793
C -1.609 -4.017 0.682  -0.774
Si -1.526 -0.573 2.705  0.594
C -2.082 -1.587 4.198  -1.309
C -3.019 -0.538 1.550  -0.436
C -1.288 1.157 3.428  -1.287
H 3.207 0.816 4.216  0.448
H 1.443 0.883 4.400  0.314
H 2.188 1.465 2.917  -0.065
H 4.603 -1.218 2.689  0.367
H 3.821 -0.756 1.166  -0.187
H 3.756 -2.430 1.706  0.246
H 2.988 -1.820 5.141  0.363
H 2.372 -3.195 4.218  0.279
H 1.242 -2.122 5.053  0.274
H 0.757 -4.367 3.810  0.206
H -0.317 -5.522 3.011  0.365
H -0.975 -4.074 3.778  0.271
H 2.325 -4.473 1.303  0.340
H 1.658 -4.116 -0.285  -0.123
H 1.146 -5.580 0.578  0.388
H -2.420 -4.030 1.418  0.385
H -1.562 -5.004 0.211  0.386
H -1.875 -3.286 -0.081  -0.102
H -2.638 -2.478 3.896  0.311
H -2.746 -0.965 4.809  0.375
H -1.247 -1.906 4.826  0.231
H -3.394 -1.554 1.388  0.442
H -2.749 -0.111 0.580  -0.475
H -3.830 0.064 1.974  0.418
H -0.859 1.082 4.432  0.457
H -2.253 1.670 3.512  0.437
H -0.620 1.784 2.834  0.163

# C38H52BNO29

A cluster of 9 separate species, C38H52BNO29 in total in a non-equilibrium geometry (the ωB97M-V functional and the def2-TZVPD basis, the Open Molecules 2025 dataset).

## Properties
Frontier orbital gap in eV: 9.32
Strongest force on any atom in eV Å⁻¹: 1.8
E_HOMO in hartree: -0.391
Total energy in eV: -101796.2861

Last column: Mulliken charge in e.
CARTESIAN COORDINATES (ANGSTROEM)
C -0.357 -0.173 -3.429  -0.523
B 1.177 -0.427 -3.598  0.432
O 1.663 -1.071 -4.711  -0.477
C 2.204 0.269 -2.608  0.459
C 2.078 0.792 -1.382  0.322
N 1.029 0.703 -0.478  -0.307
C 0.032 1.403 -0.479  0.918
O -0.951 2.010 -0.449  -0.521
C 3.263 1.686 -1.159  0.311
O 3.163 2.779 -0.682  -0.480
O 4.264 1.304 -2.004  -0.359
C 3.673 0.383 -2.890  -0.191
O 4.338 -0.389 -3.500  -0.478
H -0.702 -0.436 -2.428  -0.106
H -0.574 0.895 -3.553  0.400
H -0.929 -0.693 -4.195  0.269
H 2.198 -0.471 -5.245  0.312
C -2.027 -3.045 3.385  -1.265
C -1.223 -2.536 2.216  0.629
C -1.492 -1.106 1.812  -0.528
O -1.124 -1.113 0.420  -0.066
C -1.327 -2.373 -0.039  0.412
O -1.301 -2.672 -1.191  -0.536
O -1.560 -3.221 0.983  -0.415
H -1.552 -2.761 4.323  0.209
H -3.039 -2.638 3.378  0.209
H -2.113 -4.130 3.353  0.429
H -0.154 -2.694 2.392  0.266
H -0.902 -0.375 2.359  0.342
H -2.551 -0.846 1.882  0.273
C 2.392 -6.143 4.816  -1.426
C 1.991 -4.695 4.957  0.617
C 2.613 -3.949 6.116  -0.526
O 1.638 -2.927 6.367  -0.327
C 0.435 -3.415 5.984  0.649
O -0.613 -2.907 6.226  -0.563
O 0.591 -4.563 5.281  -0.341
H 3.333 -6.224 4.275  0.389
H 2.516 -6.615 5.792  0.323
H 1.627 -6.699 4.276  0.375
H 2.161 -4.160 4.018  0.204
H 3.580 -3.508 5.891  0.312
H 2.692 -4.570 7.012  0.319
C 4.260 4.568 1.612  -0.892
C 5.073 4.267 2.845  0.546
C 5.373 2.806 3.082  -0.404
O 5.548 2.763 4.505  -0.358
C 4.796 3.763 5.035  0.602
O 4.563 3.894 6.191  -0.537
O 4.350 4.586 4.053  -0.356
H 4.903 4.627 0.734  0.314
H 3.513 3.800 1.429  -0.045
H 3.732 5.516 1.721  0.321
H 5.994 4.857 2.850  0.265
H 6.267 2.451 2.576  0.336
H 4.526 2.165 2.824  0.259
C 8.088 8.452 1.752  -1.436
C 7.391 8.429 0.413  0.522
C 6.073 9.167 0.349  -0.509
O 5.399 8.478 -0.714  -0.329
C 5.874 7.209 -0.737  0.700
O 5.399 6.320 -1.364  -0.537
O 6.965 7.097 0.062  -0.358
H 8.672 9.365 1.860  0.395
H 7.371 8.405 2.573  0.328
H 8.756 7.597 1.849  0.352
H 8.067 8.774 -0.374  0.297
H 6.168 10.224 0.120  0.305
H 5.486 9.041 1.262  0.294
C 1.217 5.564 1.752  -1.458
C -0.264 5.733 1.505  0.493
C -0.713 5.548 0.074  -0.255
O -1.906 6.340 0.032  -0.367
C -1.765 7.331 0.951  0.572
O -2.480 8.273 1.046  -0.524
O -0.688 7.089 1.742  -0.418
H 1.463 4.510 1.881  0.418
H 1.803 5.951 0.917  0.360
H 1.520 6.105 2.647  0.404
H -0.837 5.087 2.178  0.350
H -0.925 4.516 -0.189  0.049
H 0.000 5.969 -0.640  0.371
C -7.624 -2.408 1.242  -1.390
C -6.781 -2.669 2.464  0.664
C -5.652 -3.652 2.263  -0.174
O -5.452 -4.157 3.590  -0.336
C -6.648 -4.071 4.235  0.565
O -6.885 -4.576 5.283  -0.539
O -7.522 -3.334 3.510  -0.390
H -7.155 -1.654 0.618  0.316
H -7.750 -3.310 0.648  0.318
H -8.619 -2.062 1.521  0.384
H -6.409 -1.728 2.880  0.250
H -4.737 -3.200 1.885  -0.041
H -5.940 -4.486 1.619  0.364
C -4.404 -3.453 -4.440  -1.443
C -5.249 -2.523 -3.607  0.685
C -4.756 -2.283 -2.201  -0.389
O -5.971 -1.936 -1.515  -0.270
C -6.991 -2.563 -2.157  0.572
O -8.099 -2.658 -1.733  -0.539
O -6.561 -3.074 -3.331  -0.409
H -3.580 -2.919 -4.890  0.462
H -3.991 -4.261 -3.835  0.279
H -5.001 -3.907 -5.230  0.383
H -5.399 -1.576 -4.133  0.287
H -4.028 -1.480 -2.121  0.162
H -4.353 -3.187 -1.739  0.260
C -1.283 -6.639 -9.478  -1.403
C -1.423 -6.248 -8.027  0.469
C -2.771 -6.523 -7.402  -0.524
O -2.818 -5.542 -6.357  -0.259
C -2.059 -4.491 -6.756  0.591
O -2.032 -3.432 -6.217  -0.509
O -1.340 -4.819 -7.855  -0.368
H -1.030 -7.695 -9.563  0.374
H -2.209 -6.464 -10.027  0.331
H -0.500 -6.052 -9.957  0.360
H -0.622 -6.695 -7.433  0.280
H -2.873 -7.524 -6.991  0.294
H -3.595 -6.325 -8.092  0.312

The lowest total energy belongs to which entry? C38H51ClN9O3PSV

Number 1 is which compound? C38H51ClN9O3PSV

Look up the total energy of the second one. -116752.7221 eV

Look up the strongest force on any atom of the first one. 2.9 eV Å⁻¹